DFT (the ωB97M-V functional and the def2-TZVPD basis) results for a structure of composition C29H77Br15N12O4P4.

CARTESIAN COORDINATES (ANGSTROEM)
Br 4.36 5.04 0.73
Br 10.34 -1.69 -6.46
Br 12.85 -2.53 3.09
Br 4.94 2.53 -6.29
Br 1.25 -5.84 -6.20
Br 1.09 -9.08 -5.90
Br 3.55 6.89 -1.76
Br 2.64 1.99 -8.61
Br 6.36 5.21 -1.87
Br 4.01 -7.51 -6.52
Br 10.73 -4.33 5.04
Br 9.65 -2.64 2.37
Br 8.54 -3.75 -4.55
Br 9.14 -0.78 -3.60
Br 1.92 3.85 -5.96
P -9.18 -3.98 -3.80
P 2.31 -0.25 -1.63
P -2.56 9.90 0.40
P 3.84 -4.50 7.33
O -10.27 -3.92 -2.77
O 3.38 -5.93 7.15
O 3.31 0.49 -2.40
O -2.47 10.90 -0.75
N 4.89 -3.96 6.06
N -8.75 -5.55 -4.37
N 4.64 -4.16 8.77
N 2.32 -1.92 -1.97
N -9.63 -3.22 -5.30
N 2.76 -0.34 0.04
N -2.75 8.27 -0.08
N 0.69 0.37 -1.66
N -1.16 9.85 1.47
N -3.93 10.14 1.41
N -7.74 -3.22 -3.37
N 2.56 -3.38 7.30
C 3.48 -2.53 -2.55
C -6.84 -3.88 -2.47
C -7.73 -5.80 -5.41
C 3.99 -4.28 10.05
C -4.04 11.12 2.43
C 5.55 -2.72 6.01
C -5.17 10.01 0.67
C 1.93 -0.57 1.25
C 5.04 -4.83 4.88
C -0.14 -0.07 -2.68
C 4.16 -0.67 0.36
C 8.71 -1.91 -5.15
C -8.76 -2.94 -6.44
C 4.48 5.22 -1.25
C -7.69 -1.80 -3.20
C 2.06 -7.57 -6.74
C -2.01 7.83 -1.18
C -9.61 -6.72 -4.15
C 0.61 1.73 -1.21
C 2.99 2.37 -6.69
C 0.07 10.31 0.91
C -3.17 7.23 0.86
C -10.98 -2.67 -5.39
C 6.08 -4.63 8.77
C 1.41 -3.64 6.41
C 10.99 -2.75 3.84
C 1.53 -2.94 -1.22
C -1.01 9.04 2.69
C 2.85 -1.99 7.39
H 0.44 11.02 1.65
H 5.57 -2.22 6.98
H 1.83 -3.82 5.42
H 6.61 -2.98 5.96
H -11.04 -1.69 -5.86
H 2.64 1.50 -6.13
H 3.94 4.40 -1.72
H -8.14 -1.64 -2.22
H -11.51 -3.38 -6.02
H 4.86 -0.39 -0.43
H 1.24 2.37 -1.83
H -0.33 -1.14 -2.75
H -4.08 12.14 2.04
H -5.10 9.40 -0.23
H 3.04 -4.82 9.98
H 1.85 -7.58 -7.81
H 3.14 -1.56 6.43
H -3.22 11.03 3.14
H 0.65 -2.65 -0.66
H 0.91 -0.82 0.96
H -9.31 -3.11 -7.36
H -11.50 -2.52 -4.45
H -1.87 8.72 -1.80
H -7.79 -3.43 -6.35
H 1.19 -3.69 -1.94
H 0.87 -4.53 6.72
H -1.89 9.01 3.33
H -10.03 -7.00 -5.12
H -3.56 7.68 1.77
H -0.70 8.01 2.50
H 6.69 -3.97 9.40
H -0.10 10.63 -0.12
H 7.77 -1.49 -5.52
H 4.34 -2.46 -1.89
H -8.43 -1.90 -6.42
H 3.47 -2.06 -3.53
H 0.83 9.53 0.87
H -6.80 -5.25 -5.23
H 5.33 -2.29 5.04
H 5.80 -4.46 4.19
H -3.81 6.50 0.35
H -8.27 -1.28 -3.96
H -8.29 -5.49 -6.30
H -5.84 -3.50 -2.68
H 3.56 -1.80 8.20
H -0.42 2.08 -1.21
H -1.14 0.37 -2.62
H -2.26 6.78 1.25
H -6.65 -1.48 -3.20
H -6.67 -4.89 -2.87
H -2.44 6.96 -1.67
H 0.13 0.20 -3.71
H 3.76 -3.35 10.58
H -5.00 10.96 2.92
H -7.12 -3.85 -1.42
H 1.03 1.93 -0.22
H -5.49 10.91 0.15
H -7.42 -6.83 -5.54
H -1.00 7.60 -0.84
H 1.95 -1.49 7.75
H 10.93 -1.87 4.49
H 5.38 -5.84 5.11
H 1.98 0.33 1.87
H 6.50 -4.78 7.78
H 2.32 -1.42 1.80
H 4.32 -1.72 0.63
H 2.12 -3.49 -0.49
H 3.31 -3.59 -2.73
H 0.73 -2.79 6.44
H -0.13 9.38 3.23
H -10.33 -6.61 -3.34
H -9.09 -7.64 -3.87
H -5.92 9.58 1.34
H 4.07 -4.94 4.40
H 4.46 -0.12 1.24
H 6.05 -5.62 9.23
H 4.64 -4.70 10.81

The maximum force comes out at 0.0761 Eh/bohr. The value obtained for the frontier orbital gap is 7.439 eV. Its energy relative to the best compared isomer or geometry (same formula, charge and spin) is 99.82 kcal per mole. Its HOMO energy is -8.230 eV. As for the LUMO energy: -0.79 eV. For the total energy, the calculation gives -1145184.429 eV.